(1)
80
Properties=species:S:1:pos:R:3 method="wB97M-V/def2-TZVPD" lumo_energy_ev=0.36 homo_ev=-8.047 smiles="CCCCCCCC(=O)Nc1cc(C(=O)NCCC)ccc1N1CCC2(CC1)CC(c1ccccc1)=NO2"
C 4.992 -0.561 -5.305
C 4.155 -0.293 -4.060
C 2.697 -0.011 -4.415
C 1.801 0.211 -3.195
C 2.012 1.570 -2.533
C 1.278 1.693 -1.198
C -0.242 1.551 -1.339
C -0.893 1.946 -0.030
O -1.300 3.069 0.194
N -0.946 0.926 0.869
C -1.416 0.988 2.184
C -1.421 2.168 2.908
C -1.840 2.182 4.235
C -2.208 0.989 4.845
C -2.219 -0.191 4.126
C -1.852 -0.209 2.785
N -1.852 -1.371 1.998
C -1.600 -2.647 2.623
C -0.852 -3.524 1.607
H 0.225 -3.384 1.713
H -1.082 -4.576 1.787
C -1.236 -3.152 0.166
C -2.694 -2.693 0.116
C -2.905 -1.457 1.003
H -3.896 -1.522 1.486
H -2.891 -0.547 0.401
H -2.973 -2.461 -0.913
H -3.314 -3.523 0.458
C -0.923 -4.273 -0.840
C 0.144 -3.618 -1.687
N 0.380 -2.417 -1.327
O -0.395 -2.048 -0.272
C 0.837 -4.273 -2.778
C 0.458 -5.546 -3.206
C 1.131 -6.160 -4.246
C 2.188 -5.520 -4.870
C 2.573 -4.256 -4.449
C 1.906 -3.637 -3.413
H 2.195 -2.657 -3.073
H 3.400 -3.755 -4.930
H 2.711 -6.005 -5.681
H 0.828 -7.145 -4.571
H -0.365 -6.058 -2.730
H -0.540 -5.172 -0.355
H -1.795 -4.541 -1.439
H -2.535 -3.143 2.932
H -0.981 -2.499 3.509
H -2.536 -1.105 4.606
H -2.501 1.007 5.883
C -1.873 3.432 5.048
O -1.726 3.429 6.257
N -2.120 4.558 4.340
H -2.228 4.499 3.340
C -2.112 5.873 4.932
C -0.942 6.718 4.422
C -0.940 8.101 5.058
H -1.864 8.629 4.828
H -0.106 8.691 4.687
H -0.852 8.022 6.139
H -1.013 6.812 3.335
H -0.008 6.203 4.654
H -2.031 5.728 6.011
H -3.059 6.379 4.711
H -1.057 3.062 2.428
H -0.662 -0.002 0.570
H -0.599 2.229 -2.116
H -0.499 0.526 -1.601
H 1.498 2.671 -0.763
H 1.646 0.928 -0.511
H 1.676 2.361 -3.208
H 3.077 1.724 -2.348
H 1.980 -0.573 -2.456
H 0.761 0.127 -3.513
H 2.310 -0.861 -4.985
H 2.647 0.867 -5.063
H 4.206 -1.159 -3.396
H 4.579 0.559 -3.524
H 6.024 -0.777 -5.036
H 4.596 -1.411 -5.857
H 4.984 0.305 -5.964



(2)
78
Properties=species:S:1:pos:R:3 method="wB97M-V/def2-TZVPD" lumo_energy_ev="-3.68 / -3.79" homo_ev="-10.482 / -10.574" spin_multiplicity=4 s2=3.813 total_charge=+1
Re -0.223 0.253 0.134
C -1.250 0.522 -7.158
C -0.193 1.362 -6.436
C -0.639 2.834 -6.425
C 1.133 1.233 -7.196
C -0.021 0.933 -4.987
C 1.094 1.317 -4.247
C 1.181 0.989 -2.909
N 0.245 0.284 -2.274
C -0.816 -0.134 -2.977
C -0.986 0.187 -4.313
C -1.783 -0.976 -2.224
C -2.761 -1.730 -2.853
C -3.636 -2.525 -2.122
C -3.464 -2.534 -0.735
C -2.470 -1.783 -0.165
N -1.637 -1.010 -0.887
C -4.727 -3.363 -2.766
C -4.475 -4.840 -2.429
C -4.758 -3.201 -4.286
C -6.084 -2.922 -2.193
H -1.284 0.813 -8.207
H -2.251 0.681 -6.752
H -1.015 -0.544 -7.114
H -0.776 3.186 -7.449
H 0.107 3.469 -5.944
H -1.585 2.954 -5.893
H 0.975 1.492 -8.243
H 1.517 0.212 -7.154
H 1.899 1.907 -6.812
H 1.895 1.888 -4.694
H 2.031 1.300 -2.317
H -1.875 -0.138 -4.831
H -2.827 -1.707 -3.928
H -4.097 -3.132 -0.095
H -2.307 -1.785 0.905
H -3.514 -5.175 -2.822
H -5.258 -5.453 -2.878
H -4.488 -5.022 -1.354
H -3.827 -3.533 -4.750
H -4.954 -2.168 -4.582
H -5.561 -3.815 -4.694
H -6.140 -3.073 -1.115
H -6.880 -3.510 -2.652
H -6.276 -1.868 -2.403
C 2.708 2.683 -0.134
C 1.756 3.878 -0.137
C 0.830 3.896 -1.356
C 0.978 4.031 1.152
C 1.198 5.162 1.934
C 0.493 5.389 3.100
C -0.465 4.474 3.503
C -0.724 3.327 2.762
C -1.781 2.357 3.255
C -2.944 2.158 2.279
C -1.190 1.018 3.706
C 0.015 3.115 1.590
O -0.270 2.003 0.861
H 3.356 2.712 -1.013
H 2.176 1.730 -0.127
H 3.345 2.698 0.751
H 2.386 4.768 -0.206
H 0.146 3.045 -1.353
H 1.409 3.873 -2.282
H 0.226 4.804 -1.360
H 1.942 5.880 1.609
H 0.683 6.276 3.690
H -1.029 4.650 4.411
H -2.208 2.824 4.145
H -2.635 1.625 1.377
H -3.367 3.115 1.971
H -3.735 1.576 2.757
H -0.776 0.458 2.862
H -1.961 0.400 4.172
H -0.388 1.166 4.429
C 1.101 -0.893 0.724
H 1.101 -1.371 1.704
H 2.030 -1.004 0.160



Taking the records one at a time from the top gives E_tot values of -1651.24027; -1469.83277 Eh.